No. 1
{"formula": "C3H2F2O2", "method": "ωB97M-V/def2-TZVPD", "species": ["O", "C", "C", "F", "H", "O", "C", "F", "H"], "xyz": [[1.699, -2.212, -0.409], [1.541, -1.191, 0.150], [1.121, -0.087, 0.762], [1.084, 0.003, 2.088], [1.104, 0.752, 0.226], [-1.841, 0.839, 0.918], [-1.614, -0.231, 0.458], [-1.534, -1.327, 1.236], [-1.570, -0.750, -0.511]], "forces_ev_per_a": [[0.06, 1.51, 0.65], [-0.47, -1.59, -0.23], [0.98, -3.20, 0.66], [-0.09, -0.05, 0.77], [-0.21, 3.40, -1.88], [0.47, -0.88, -1.12], [-0.94, -0.37, 0.70], [0.11, -0.28, 1.08], [0.09, 1.46, -0.63]], "e_above_lowest_kj_mol": 224.3, "total_charge": 0, "spin_multiplicity": 1, "orbital_gap_ev": 9.452, "smiles": "O=C=CF.O=CF", "lumo_energy_ev": -0.1263, "energy_ev": -12670.7439, "homo_ev": -9.578}

---

No. 2
{"formula": "C3H2F2S2", "method": "ωB97M-V/def2-TZVPD", "species": ["C", "C", "C", "F", "F", "S", "S", "H", "H"], "xyz": [[-0.572, 0.614, -0.482], [-0.415, -0.774, -0.370], [-3.164, 0.091, 0.080], [-4.060, -0.065, -0.892], [-3.857, 0.017, 1.237], [-1.984, 1.447, 0.050], [-1.745, -1.831, -0.107], [0.243, 1.215, -0.360], [0.693, -1.047, -0.316]], "forces_ev_per_a": [[-2.58, -2.39, 1.64], [0.12, 0.13, 0.25], [0.04, 0.24, 0.59], [0.10, 0.57, -0.48], [0.38, 0.15, 0.01], [-0.82, 0.21, -0.83], [2.27, -0.11, -0.42], [2.25, 1.58, -0.39], [-1.77, -0.38, -0.37]], "s_squared": 2.0354, "e_above_lowest_kj_mol": 0.0, "total_charge": 0, "spin_multiplicity": 3, "orbital_gap_ev": [7.065, 7.153], "lumo_energy_ev": [0.3823, -2.5000], "energy_ev": -30244.6692, "homo_ev": [-6.682, -9.653]}

---

No. 3
{"formula": "C3H2F4", "method": "ωB97M-V/def2-TZVPD", "species": ["C", "C", "C", "F", "F", "F", "F", "H", "H"], "xyz": [[-0.661, 0.897, 0.010], [0.522, 1.446, 0.080], [1.357, 2.037, -1.536], [1.223, 1.612, 1.108], [2.670, 1.952, -1.404], [0.951, 3.315, -1.755], [0.859, 1.311, -2.512], [-1.208, 0.714, 0.927], [-1.015, 0.652, -0.957]], "forces_ev_per_a": [[0.07, 0.19, 0.58], [0.56, 0.56, -6.14], [-2.88, -0.40, 4.44], [1.89, 0.97, 2.65], [-0.34, 0.14, -0.59], [0.89, -0.78, 0.18], [0.57, -0.34, -0.41], [-0.05, -0.37, -0.16], [-0.71, 0.03, -0.56]], "e_above_lowest_kj_mol": 148.0, "total_charge": 0, "spin_multiplicity": 1, "orbital_gap_ev": 11.359, "lumo_energy_ev": 0.9962, "energy_ev": -14011.4316, "homo_ev": -10.363}

---

No. 4
{"formula": "C3H2F4O", "method": "ωB97M-V/def2-TZVPD", "species": ["C", "C", "C", "O", "F", "F", "F", "F", "H", "H"], "xyz": [[0.584, -0.914, 0.222], [1.509, -0.079, -0.189], [-1.241, 0.138, 0.083], [-1.241, 1.329, 0.672], [2.829, -0.402, -0.024], [1.390, 1.188, -0.330], [-1.995, -0.752, 0.562], [-1.300, 0.191, -1.259], [0.466, -1.988, 0.089], [-0.671, 1.884, 0.158]], "forces_ev_per_a": [[-4.07, 2.34, -1.54], [1.65, -3.16, 2.63], [6.56, -1.69, -1.04], [-1.26, -1.06, 0.51], [-0.52, 0.54, -1.11], [0.00, 2.16, -0.53], [-2.54, -0.72, 1.08], [-0.93, 0.45, -0.09], [0.46, 0.39, 0.56], [0.65, 0.75, -0.46]], "e_above_lowest_kj_mol": 235.6, "total_charge": 0, "spin_multiplicity": 1, "orbital_gap_ev": 10.263, "lumo_energy_ev": 0.6179, "energy_ev": -16057.6153, "homo_ev": -9.645}

---

No. 5
{"formula": "C3H2F4O", "method": "ωB97M-V/def2-TZVPD", "species": ["C", "C", "C", "O", "F", "F", "F", "F", "H", "H"], "xyz": [[0.322, 0.133, -0.991], [1.555, -0.256, -0.956], [-1.324, -0.008, 1.481], [-0.363, -0.549, 1.793], [0.117, 1.401, -0.497], [2.002, -1.435, -1.286], [-2.297, -0.607, 0.848], [-1.730, 1.259, 1.523], [-0.611, -0.410, -0.998], [2.331, 0.473, -0.916]], "forces_ev_per_a": [[-12.27, 3.91, -1.37], [11.47, -1.42, 1.77], [-2.52, 1.34, -1.53], [2.31, -0.17, 1.44], [0.70, -1.08, -0.04], [-0.57, -1.50, -0.40], [-1.01, -0.85, -0.44], [1.09, -0.33, 0.85], [0.32, -0.38, -0.05], [0.47, 0.47, -0.23]], "s_squared": 2.0048, "e_above_lowest_kj_mol": 0.0, "total_charge": 0, "spin_multiplicity": 3, "orbital_gap_ev": [6.550, 10.902], "lumo_energy_ev": [0.8273, -2.2981], "energy_ev": -16054.7234, "homo_ev": [-5.723, -13.200]}

---

No. 6
{"formula": "C3H2FHgO2", "method": "ωB97M-V/def2-TZVPD", "species": ["C", "O", "O", "C", "C", "H", "H", "Hg", "F"], "xyz": [[-3.785, -0.859, -0.332], [-2.933, -0.708, 0.395], [1.090, -1.594, -0.001], [1.655, -0.549, 0.370], [1.321, 0.709, -0.414], [1.163, 0.559, -1.491], [2.093, 1.479, -0.268], [-0.698, -0.297, 1.634], [0.094, 1.260, 0.107]], "forces_ev_per_a": [[0.38, 0.06, 0.30], [-1.34, -0.24, -0.86], [3.02, 3.11, 1.15], [-2.86, -4.42, -2.00], [-0.27, 2.28, 0.01], [0.05, -0.43, 0.45], [-0.35, -0.24, 0.03], [-0.44, -0.75, 2.72], [1.82, 0.62, -1.80]], "s_squared": 0.7552, "e_above_lowest_kj_mol": 170.4, "total_charge": 0, "spin_multiplicity": 2, "orbital_gap_ev": [7.466, 6.852], "lumo_energy_ev": [-0.4485, -1.1808], "energy_ev": -14126.5057, "homo_ev": [-7.915, -8.032]}